[1]
Molecular formula: C2H12NO3
Method: DFT, wB97M-V/def2-TZVPD

The geometry in XYZ format:
```
18
Properties=species:S:1:pos:R:3:forces:R:3
C -0.466876 -0.827305 -0.533698 2.1 0.8 -1.6
C -0.512257 1.548589 -0.034125 -0.3 0.4 -0.5
N 0.157235 0.453917 -0.021269 -1.7 0.2 1.8
H -1.064256 -0.568397 -1.401915 -0.5 -0.1 0.3
H -0.933064 -1.263579 0.328849 -0.6 -0.1 0.1
H 0.337813 -1.461236 -0.889281 0.0 -0.2 0.1
H -0.997056 1.951933 -0.915998 -0.4 -0.6 -0.3
H -0.702312 2.104129 0.883382 1.1 0.4 0.0
H 0.582500 0.353815 0.918323 0.2 -0.6 -0.1
H 2.008782 -3.053344 2.197184 0.0 -0.1 -0.2
H 0.792967 -3.606842 1.454677 0.0 0.0 0.0
O 1.306223 -2.800390 1.584876 0.0 0.1 0.2
H -0.406620 2.305159 -4.346470 -0.1 -0.3 0.2
H -1.532828 3.256237 -4.171429 -0.3 -0.1 0.3
O -1.185425 2.439691 -3.787352 0.4 0.3 -0.3
H 0.748214 0.237853 3.509357 0.0 0.0 0.0
H 0.988411 -1.015851 2.622503 0.0 -0.1 0.0
O 0.878552 -0.054381 2.602384 0.0 0.0 -0.1
```
Positions in Å, forces in eV/Å.

Computed properties:
Charge ... +1
ΔE to the lowest compared entry with this formula, charge and spin ... 39.8 kcal/mol
Gap between HOMO and LUMO ... 9.57 eV
E ... -363.5875 a.u.
LUMO level ... -5.03 eV

=====

[2]
Molecular formula: C2H12NO3
Method: DFT, wB97M-V/def2-TZVPD

The geometry in XYZ format:
```
18
Properties=species:S:1:pos:R:3:forces:R:3
C 1.776379 0.684424 0.518159 -0.8 -0.8 0.6
O 1.389654 -0.546779 0.991058 -0.1 0.3 0.0
C 0.588115 1.478671 0.017087 -0.5 1.0 0.1
N -0.572926 0.658515 -0.433024 0.9 -0.4 -1.3
H 2.662678 0.469551 -0.116000 0.1 0.8 0.0
H 2.150547 1.263684 1.432972 0.5 -0.1 -0.2
H 2.142421 -1.163380 1.143015 0.1 -0.1 0.1
H 0.152364 2.249931 0.666206 0.4 -0.6 0.9
H 0.951114 2.211197 -0.723369 0.0 -0.8 -0.7
H -0.288002 -0.024700 -1.158454 -0.3 0.0 -0.4
H -1.208449 1.321116 -0.876692 -0.5 -0.2 -0.1
H -1.102988 0.088604 0.268538 0.0 0.8 0.7
H -0.202509 -1.720250 -3.467990 -0.4 -0.5 0.1
H -1.304271 -2.317377 -2.446931 0.6 0.3 -0.8
O -0.836378 -1.521898 -2.765648 0.0 0.5 1.0
H -2.484977 -0.076001 2.503511 -0.1 -0.3 0.1
H -1.383569 -1.121561 2.053326 -0.5 -0.3 0.6
O -1.774996 -0.262820 1.879274 0.7 0.3 -0.8
```
Positions in Å, forces in eV/Å.

Computed properties:
Charge ... +2
ΔE to the lowest compared entry with this formula, charge and spin ... 8.3 kcal/mol
Gap between HOMO and LUMO (alpha / beta) ... 10.78 / 4.08 eV
E ... -363.0922 a.u.
LUMO level (alpha / beta) ... -7.84 / -14.55 eV
Multiplicity ... 2

=====

[3]
Molecular formula: C2H12NO4
Method: DFT, wB97M-V/def2-TZVPD

The geometry in XYZ format:
```
19
Properties=species:S:1:pos:R:3:forces:R:3
C -1.125421 -2.109281 0.687511 2.0 0.0 -0.5
N 0.021463 -1.617916 -0.133405 -0.5 0.7 0.1
C -0.253078 -0.803406 -1.305287 0.3 -2.3 -0.2
O -0.729607 0.429699 -1.234974 0.0 -0.1 -0.4
H -1.263698 -3.156256 0.412442 -0.8 0.3 -0.2
H -1.961412 -1.425808 0.615574 -0.5 -0.3 0.2
H -0.708259 -2.169113 1.686358 -0.4 0.2 0.4
H 0.679010 -1.110955 0.446507 0.0 0.0 0.1
H -0.907939 -1.375185 -2.014555 0.0 0.2 0.2
H 0.704221 -0.921392 -1.870321 -0.2 0.8 -0.3
H 3.088111 1.334334 -1.789552 0.3 -0.5 0.5
H 1.938113 2.123985 -2.336215 0.0 0.2 -0.1
O 2.894486 2.035596 -2.399421 -0.3 0.3 -0.4
H -0.020735 2.648191 0.507117 0.4 -0.2 0.3
H 0.117654 1.317818 -0.194338 0.1 0.4 1.2
O 0.399430 1.778982 0.639984 -0.4 0.4 -0.9
H -0.902097 1.470310 2.130062 0.2 -0.1 0.5
H -0.871913 0.305263 3.092545 -0.1 0.3 0.2
O -1.098327 1.245137 3.059968 -0.1 -0.3 -0.5
```
Positions in Å, forces in eV/Å.

Computed properties:
Charge ... 0
ΔE to the lowest compared entry with this formula, charge and spin ... 6.4 kcal/mol
Gap between HOMO and LUMO (alpha / beta) ... 10.55 / 7.04 eV
E ... -439.0007 a.u.
LUMO level (alpha / beta) ... 0.42 / -3.01 eV
Multiplicity ... 2

=====

[4]
Molecular formula: C2H12NO4
Method: DFT, wB97M-V/def2-TZVPD

The geometry in XYZ format:
```
19
Properties=species:S:1:pos:R:3:forces:R:3
C 0.512312 -0.334616 2.037702 2.4 -0.2 -1.8
N 0.136072 -1.386129 0.992806 -1.0 2.8 3.3
C -1.348741 -1.516308 1.159643 1.4 -0.3 -2.8
O -2.064234 -0.422360 0.654597 -0.2 0.1 0.1
H 0.568733 -0.751865 3.018134 -0.4 -0.5 0.7
H -0.059467 0.602633 2.039465 -0.3 -0.5 -0.1
H 1.553830 -0.010256 1.798662 -0.7 -0.2 0.2
H 0.538319 -0.962713 0.099507 0.3 -0.1 -1.4
H -1.503585 -1.650146 2.221813 -0.3 -0.6 0.1
H -1.550045 -2.317680 0.425749 -0.7 -0.2 1.2
H -0.625221 1.580151 -2.512800 -0.7 -0.1 -0.2
H -0.475286 0.302757 -1.831189 -0.7 0.0 -0.2
O -1.188249 0.824186 -2.266340 1.1 0.3 0.2
H 1.777850 -0.472839 -1.273315 -0.4 -0.4 -0.1
H -1.563451 0.399109 0.692274 0.0 0.0 0.0
O 1.013643 0.034264 -0.944405 -0.1 -1.3 0.7
H 2.177451 1.146428 -0.994900 -0.2 1.7 0.3
H 1.650887 2.614288 -0.834814 -0.2 -0.2 0.0
O 2.431891 2.105407 -1.057338 0.8 -0.3 -0.2
```
Positions in Å, forces in eV/Å.

Computed properties:
Charge ... 0
ΔE to the lowest compared entry with this formula, charge and spin ... 33.3 kcal/mol
Gap between HOMO and LUMO (alpha / beta) ... 11.15 / 6.27 eV
E ... -438.9578 a.u.
LUMO level (alpha / beta) ... 0.49 / -3.86 eV
Multiplicity ... 2

=====

[5]
Molecular formula: C2H12NSi2
Method: DFT, wB97M-V/def2-TZVPD

The geometry in XYZ format:
```
17
Properties=species:S:1:pos:R:3:forces:R:3
C -0.906642 -0.085871 0.880036 -1.0 1.8 -0.1
C 0.165722 -0.432675 0.090230 1.2 -1.9 -1.6
N -2.182122 -0.023889 0.530662 0.6 0.7 2.5
Si 1.394407 -1.749390 0.925396 -1.5 -1.6 -3.4
Si 1.325078 1.001298 -0.676002 -2.2 0.3 -1.0
H -0.671332 0.373195 1.839853 -0.4 -0.5 0.4
H -0.223568 -1.030676 -0.808138 0.7 1.0 0.9
H -1.348977 1.743606 -1.429636 -0.4 1.1 -1.3
H -2.554382 0.084049 -0.398977 0.1 -0.6 -0.3
H -1.509974 2.235240 -2.033261 0.2 -1.0 1.3
H -2.736612 0.318496 1.328374 -0.3 -0.2 -1.1
H 1.943017 -1.490228 2.159878 0.5 0.6 2.1
H 0.643855 -3.055505 0.648162 0.3 0.8 0.8
H 2.433241 -1.844070 -0.100048 0.3 0.3 0.0
H 0.845459 2.370583 -0.333445 0.4 -0.4 0.6
H 0.664113 0.918316 -2.009738 0.8 -0.2 0.0
H 2.718716 0.667516 -0.613338 0.6 -0.1 0.3
```
Positions in Å, forces in eV/Å.

Computed properties:
Charge ... +1
ΔE to the lowest compared entry with this formula, charge and spin ... 63.9 kcal/mol
Gap between HOMO and LUMO ... 10.19 eV
E ... -716.7709 a.u.
LUMO level ... -4.67 eV

=====

[6]
Molecular formula: C2H12O3S
Method: DFT, wB97M-V/def2-TZVPD

The geometry in XYZ format:
```
18
Properties=species:S:1:pos:R:3:forces:R:3
C -0.228346 -0.956781 2.135457 -0.7 1.9 -0.5
C -0.356269 -0.655367 0.653377 -0.4 0.5 -1.7
S -0.869051 1.100042 0.093942 0.9 -1.3 -0.2
H 0.125629 -1.962025 2.254304 0.7 -0.3 0.1
H -1.246369 -0.963384 2.526988 0.1 0.2 0.4
H 0.380849 -0.135587 2.569944 -0.2 -1.1 0.3
H 0.547665 -0.685828 0.001933 -0.4 -0.4 0.7
H -1.161019 -1.280411 0.178338 0.6 0.5 0.1
H -1.855789 1.473642 0.886889 -0.7 0.0 0.8
H 3.545375 2.032740 -2.142806 0.2 -0.2 -0.7
H 4.870618 1.170830 -2.476540 -0.4 0.1 -0.4
O 4.382489 1.687815 -1.832506 0.3 0.2 0.9
H -6.507398 -2.111361 -1.614276 0.0 -0.1 -0.2
H -5.912115 -3.486823 -2.040935 -0.2 0.3 0.0
O -6.392462 -3.025564 -1.342202 0.2 -0.2 0.2
H 4.414519 1.203867 -0.037171 -0.3 -0.2 0.2
H 3.245084 1.015540 0.970461 0.0 0.2 0.0
O 4.143757 0.745491 0.781396 0.2 -0.1 0.0
```
Positions in Å, forces in eV/Å.

Computed properties:
Charge ... +1
ΔE to the lowest compared entry with this formula, charge and spin ... 33.3 kcal/mol
Gap between HOMO and LUMO (alpha / beta) ... 9.27 / 4.14 eV
E ... -706.9277 a.u.
LUMO level (alpha / beta) ... -4.29 / -9.42 eV
Multiplicity ... 2

=====

[7]
Molecular formula: C2H13N2O2
Method: DFT, wB97M-V/def2-TZVPD

The geometry in XYZ format:
```
19
Properties=species:S:1:pos:R:3:forces:R:3
N -0.162814 -1.312390 0.858948 -1.1 0.6 0.3
C 0.740316 -0.064211 0.844828 0.6 -2.3 -1.7
C 1.303838 -0.042499 -0.592019 -1.7 0.6 -0.9
N 1.967038 -1.291368 -0.967991 0.0 0.8 0.8
H 0.133319 -2.016307 1.517836 0.4 -0.4 0.1
H -1.128742 -1.104912 1.113147 -0.2 0.4 0.0
H -0.256666 -1.724998 -0.065379 0.5 -0.2 -0.2
H 0.147315 0.806550 1.094396 0.3 0.1 0.3
H 1.584189 -0.409838 1.435407 -0.2 0.9 0.8
H 0.455477 0.032178 -1.292260 0.0 0.3 0.4
H 1.836669 0.903556 -0.726842 0.4 -0.3 0.0
H 1.806170 -1.495752 -1.946612 0.3 0.1 0.1
H 2.947360 -1.133525 -0.803010 0.4 -0.6 -0.2
H -3.585337 0.093703 0.038151 0.6 0.2 0.5
H -3.532944 -0.691126 -1.148188 0.4 -0.6 -0.7
O -2.939456 -0.457850 -0.429914 -0.7 0.4 0.3
H 0.213547 3.324924 -0.021163 0.8 0.2 -0.6
H -0.895096 3.612873 0.877139 -0.5 0.0 0.3
O -0.634176 2.970993 0.213524 -0.3 -0.2 0.4
```
Positions in Å, forces in eV/Å.

Computed properties:
Charge ... +1
ΔE to the lowest compared entry with this formula, charge and spin ... 21.7 kcal/mol
Gap between HOMO and LUMO ... 11.06 eV
E ... -343.7419 a.u.
LUMO level ... -2.93 eV

=====

[8]
Molecular formula: C2H13N3Si3
Method: DFT, wB97M-V/def2-TZVPD

The geometry in XYZ format:
```
21
Properties=species:S:1:pos:R:3:forces:R:3
C 2.386614 -1.666981 0.395603 -2.7 -1.5 -1.7
C 1.428718 -1.714320 1.636886 1.1 0.0 -0.6
N 2.290946 -0.371796 -0.233962 -2.5 1.5 -1.2
N 0.043696 -1.245635 1.432777 2.9 3.7 0.7
N -1.125704 0.992432 -0.210191 1.6 1.8 -0.6
Si 0.185236 0.346923 0.675341 2.2 -2.5 -0.5
Si -1.239427 2.844200 -0.254719 -1.4 -1.9 1.0
Si -2.163771 0.147337 -1.260309 -2.1 -1.1 0.8
H 3.398042 -2.077957 0.582745 -0.3 0.7 0.4
H 1.899292 -2.500796 -0.254994 0.8 1.1 0.5
H 1.397818 -2.759599 1.831096 -0.1 -0.8 1.0
H 1.906390 -1.164162 2.415579 0.2 0.3 0.9
H 2.110319 -0.436756 -1.303578 0.4 0.0 2.5
H -0.377058 -2.003987 1.074606 -2.6 -2.7 -1.8
H 0.445601 1.318494 1.725818 0.4 0.1 0.1
H -2.591089 3.099549 0.354527 0.5 0.1 0.2
H -1.572959 3.393124 -1.610406 1.0 -0.2 0.2
H -0.137325 3.135207 0.723915 -0.3 0.6 -0.9
H -2.261067 0.474560 -2.700013 0.8 -0.3 -0.1
H -2.032129 -1.416463 -0.871799 -0.3 1.8 -0.7
H -3.462361 0.860912 -0.841748 0.3 -1.0 -0.2
```
Positions in Å, forces in eV/Å.

Computed properties:
Charge ... 0
ΔE to the lowest compared entry with this formula, charge and spin ... 59.1 kcal/mol
Gap between HOMO and LUMO ... 8.69 eV
E ... -1116.6925 a.u.
LUMO level ... 0.56 eV